# C49H50Cl2N7O5S2Sc

A structure of composition C49H50Cl2N7O5S2Sc in a non-equilibrium geometry (the ωB97M-V functional and the def2-TZVPD basis, OMol25).

Values from the calculation:
Orbital gap, eV: 4.80
Lowest unoccupied orbital energy, eV: 4.1
Net charge: -2
ΔE to the lowest compared entry with this formula, charge and spin, kcal per mole: 0.0

XYZ file:
```
116
C49H50Cl2N7O5S2Sc, DFT the ωB97M-V functional and the def2-TZVPD basis
Sc -0.5884 0.3102 -0.4532
C -1.0986 1.6440 5.6290
C -1.0629 0.1396 5.3598
N -2.0983 -0.3140 4.4505
C -3.4081 -0.6224 5.0059
C -4.4325 0.4905 4.7812
C -1.9005 -0.3902 3.0943
S -0.4315 0.1937 2.4534
N -2.9649 -0.8689 2.4384
C -2.9738 -1.0887 1.1226
O -2.0168 -1.0086 0.3392
C -4.2901 -1.5420 0.5679
C -5.4511 -1.5414 1.3355
C -6.6613 -1.9143 0.7731
C -6.7251 -2.2951 -0.5614
C -5.5673 -2.3111 -1.3272
C -4.3568 -1.9384 -0.7662
H -0.2536 1.9308 6.2592
H -2.0226 1.9337 6.1334
H -1.0236 2.1748 4.6797
H -1.1735 -0.4149 6.2971
H -0.1042 -0.1098 4.9101
H -3.2768 -0.8003 6.0762
H -3.7746 -1.5383 4.5432
H -4.1222 1.4165 5.2668
H -5.4088 0.1983 5.1770
H -4.5229 0.6745 3.7111
H -5.3923 -1.2352 2.3711
H -7.5643 -1.9026 1.3731
H -7.6766 -2.5679 -1.0034
H -5.6039 -2.6012 -2.3702
H -3.4517 -1.9369 -1.3598
O -1.2119 0.3729 -2.5370
S -1.1104 -1.0106 -3.0049
O -2.3096 -1.5498 -3.6140
N -0.5543 -1.7825 -1.7740
C -0.2919 -3.1128 -1.7051
C -0.4556 -4.0125 -2.7540
C -0.1636 -5.3726 -2.6008
C 0.2904 -5.8812 -1.4137
C 0.4749 -5.0150 -0.3143
C 0.9219 -5.4646 0.9473
C 1.0555 -4.5722 1.9726
C 0.7488 -3.2180 1.7359
N 0.3493 -2.7608 0.5781
C 0.1955 -3.6270 -0.4450
C 0.1319 -0.9637 -4.2904
C -0.2519 -0.7332 -5.6022
C 0.7242 -0.6187 -6.5803
C 2.0658 -0.7354 -6.2363
C 2.4364 -0.9677 -4.9184
C 1.4651 -1.0856 -3.9341
H -0.8328 -3.6376 -3.6967
H -0.3106 -6.0384 -3.4442
H 0.5016 -6.9392 -1.3032
H 1.1453 -6.5174 1.0851
H 1.3870 -4.8870 2.9545
H 0.8376 -2.4874 2.5347
H -1.3068 -0.6506 -5.8321
H 0.4382 -0.4321 -7.6083
H 2.8253 -0.6409 -7.0041
H 3.4833 -1.0436 -4.6503
H 1.7307 -1.2532 -2.8956
C 0.5328 3.1570 -2.9063
C 1.1471 3.8181 -1.7035
C 2.1267 4.7873 -1.8533
C 2.7131 5.3937 -0.7489
C 2.3132 4.9977 0.5170
C 1.3277 4.0349 0.7016
C 0.9492 3.6212 2.0971
C 0.6989 3.4351 -0.4120
N -0.2859 2.4701 -0.2945
H 1.0574 3.4356 -3.8245
H -0.5191 3.4397 -2.9964
H 0.5485 2.0752 -2.7853
H 2.4351 5.0780 -2.8540
H 3.4743 6.1561 -0.8760
H 2.7770 5.4554 1.3875
H 0.2284 4.3183 2.5362
H 1.8336 3.5991 2.7398
H 0.4931 2.6319 2.0795
Cl -1.6796 5.6458 0.2149
C -2.2002 4.0975 -0.4341
C -3.1051 4.0690 -1.4236
C -3.6426 2.8102 -1.8367
C -3.2872 1.7052 -1.1001
N -2.4388 1.6646 -0.0715
C -1.6221 2.8507 0.2025
H -3.4705 4.9934 -1.8584
H -4.3460 2.7464 -2.6559
H -3.7789 0.7581 -1.3238
H -1.6112 3.0023 1.2997
N 4.7149 1.1228 -1.8132
C 3.2568 1.2864 -1.6721
C 2.6482 0.1935 -0.7620
O 3.2078 -1.0642 -1.1989
O 1.3237 0.1667 -0.8886
H 5.1634 1.3523 -0.9328
H 5.0621 1.7924 -2.4875
H 4.0891 -0.8491 -1.5461
H 2.8029 1.1634 -2.6578
H 2.9585 2.2633 -1.2836
Cl 5.5967 2.1136 1.6260
C 5.4250 0.3739 1.6861
C 6.5180 -0.3483 2.1477
C 6.4339 -1.7249 2.2474
C 5.2498 -2.3618 1.8962
C 4.1743 -1.6263 1.4375
C 4.2292 -0.2330 1.3044
C 3.0412 0.4966 0.7632
H 7.4175 0.1798 2.4362
H 7.2864 -2.2919 2.6013
H 5.1688 -3.4394 1.9783
H 3.2555 -2.1169 1.1569
H 3.1471 1.5753 0.8660
H 2.1510 0.2021 1.3218
```